[1]
C22H26BrF6N3O5 | ωB97M-V/def2-TZVPD

The LUMO energy is -0.00561 Eh. For the HOMO-LUMO gap, the calculation gives 0.3208 Ha.

Positions of all 63 atoms, in Å:
C -2.56 0.05 -1.32
O -2.01 -2.67 -1.41
C 0.16 3.00 3.49
H 0.66 -0.26 4.31
C 0.53 0.80 4.46
O 4.00 -3.22 2.95
O -1.18 1.69 -5.90
F 3.46 -2.01 0.38
H -2.78 -1.05 0.59
C -2.28 0.20 -7.48
C -1.26 0.33 -6.38
O 2.35 -1.74 3.37
H 2.64 -3.68 5.29
H -0.37 -3.24 -3.23
C -1.21 -1.87 -1.81
H 0.63 -0.71 -0.59
Br 0.79 0.22 7.22
F -2.90 3.99 -3.93
H -3.14 -0.22 -2.19
H -0.28 3.85 0.41
F -0.79 3.54 -3.73
H -1.47 -0.34 -5.55
H -3.28 0.42 -7.12
H -4.23 -0.88 -0.33
H 1.06 1.42 -0.70
H 0.44 3.16 6.89
H -0.26 0.09 -6.75
H -2.27 -0.82 -7.88
N -0.05 3.85 2.44
H -2.06 0.90 -8.29
H -0.58 1.90 -0.94
C -0.10 -2.31 -2.75
C -2.09 2.05 -5.01
C 0.05 1.30 -0.30
C 2.95 -2.48 2.64
F 2.65 -3.97 0.81
O -2.96 1.36 -4.57
C 3.68 -3.99 5.24
C -3.32 -0.35 -0.03
N -1.21 -0.50 -1.48
H -2.47 1.13 -1.31
H 4.45 -2.06 4.63
C 0.22 3.54 4.80
H 4.10 -3.95 6.24
F 1.37 -2.23 0.89
H 5.52 -3.41 4.28
H 3.70 -5.02 4.89
C 0.40 2.74 5.90
H -0.64 -0.60 0.58
C -0.09 3.25 1.28
F -1.57 4.29 -5.61
H 0.11 4.61 4.93
C -0.29 -0.20 -0.38
C 2.59 -2.68 1.16
C 4.48 -3.10 4.31
H 0.79 -2.48 -2.15
C 0.55 1.35 5.72
C 0.33 1.62 3.33
C 0.09 1.85 1.10
C -1.84 3.50 -4.57
N 0.31 1.04 2.09
H 0.10 -1.52 -3.47
H -3.66 0.51 0.53

[2]
C22H26Cl2GaIN3OSSi | ωB97M-V/def2-TZVPD

Its net charge is +1. The LUMO energy is -0.13271 Eh. For the HOMO-LUMO gap, the calculation gives 0.2612 Ha. Its energy above the lowest of the compared OMol25 structures with the same formula, charge and spin is 0.0 kJ/mol.

Positions of all 58 atoms, in Å:
C 2.13 -1.30 -1.24
C 3.11 -1.51 -2.20
C -2.99 -2.09 0.96
Ga -1.16 0.72 -0.03
C 3.80 0.80 -2.00
N 1.98 -0.89 -5.98
C 0.48 0.45 -3.90
C 0.00 0.81 -2.66
H -3.63 -2.94 0.74
C -2.83 0.00 4.28
H 4.73 -0.63 -3.30
C 2.51 -0.24 2.03
Cl -1.30 -2.59 0.80
H -1.57 3.55 2.79
C -1.03 -1.24 -2.40
C 1.98 -0.04 -0.70
H -0.87 -2.63 -4.01
C -4.02 1.50 2.07
H -4.57 0.57 1.89
C 0.71 -1.26 -5.73
C 2.73 -0.31 3.40
N -1.10 0.62 1.84
H 3.31 -0.42 1.33
H 3.24 -2.49 -2.63
C -1.81 2.87 3.62
H 1.84 -0.08 5.33
H -2.90 -1.02 3.88
C -0.60 -1.66 -3.63
C 0.42 0.26 3.78
N -0.73 -0.03 -1.90
C 0.15 0.32 2.41
H 2.40 -1.15 -6.86
H -3.83 0.26 4.64
H 1.47 -2.10 -0.92
H -1.62 -1.89 -1.77
C 3.95 -0.46 -2.58
H 2.67 1.98 -0.58
C 2.81 1.01 -1.05
H -4.01 2.07 1.14
C 1.68 -0.05 4.26
I -2.01 2.97 -0.81
C 0.20 -0.81 -4.40
H -0.94 2.79 4.26
H 0.19 1.79 -2.26
H 3.71 -0.55 3.78
Si -2.39 1.24 2.93
H 1.06 1.17 -4.46
H -2.18 -0.04 5.14
Cl -3.41 -0.81 -0.22
H -0.36 0.45 4.49
H -2.62 3.33 4.19
C 1.25 0.08 1.58
H -3.15 -1.68 1.95
S -0.25 -2.08 -6.77
O 0.94 0.19 0.21
H -4.61 2.07 2.79
H 2.57 -0.50 -5.26
H 4.46 1.60 -2.28

[3]
C22H26CrN8OS4 | ωB97M-V/def2-TZVPD

Its spin multiplicity is 4. Its net charge is +3. The LUMO energy (spin up / spin down) is -0.36865 / -0.33743 Eh. For the HOMO-LUMO gap (spin up / spin down), the calculation gives 0.2323 / 0.2631 Ha. Its energy above the lowest of the compared OMol25 structures with the same formula, charge and spin is 23.9 kJ/mol.

Positions of all 62 atoms, in Å:
H -3.06 0.93 -1.30
S -4.32 -1.16 1.57
H -1.74 5.23 -0.19
S -0.66 -3.48 -3.20
H -1.72 3.66 0.63
H 3.22 -0.47 2.48
C -2.32 1.43 -1.91
C -2.07 4.03 -4.53
C -2.86 -0.24 1.46
C 2.83 4.44 -0.84
C -0.10 1.70 -2.46
H -1.76 1.32 2.21
C 0.89 3.33 0.22
N -2.08 -0.63 0.46
C 0.94 0.93 5.28
N -0.56 -1.65 -1.43
H -4.47 -2.88 -0.18
H 2.01 -1.43 -1.92
S 0.31 1.92 1.06
N 1.46 -1.88 -2.63
H 2.92 -2.63 2.51
Cr -0.29 -0.05 -0.24
H 2.58 2.23 5.74
H -2.94 -3.80 -2.35
H 2.69 2.50 0.00
C -0.39 2.65 -3.41
N -2.59 0.76 2.31
H -0.51 -0.52 4.61
C 1.31 -0.58 3.47
H 0.39 3.11 -4.00
C 2.21 1.44 5.09
H 2.66 5.36 -0.27
N 0.16 4.41 0.08
C -2.71 2.36 -2.85
C 1.94 -3.07 2.36
C -2.64 -1.69 -0.26
N -1.04 1.12 -1.68
H 1.97 -2.41 -3.31
C -2.05 -3.21 -2.22
H -3.27 1.03 3.00
C -1.82 -2.22 -1.33
H 2.51 4.59 -1.87
S 0.64 -1.83 2.38
H 0.31 1.31 6.07
C -1.22 4.61 0.53
C -3.84 -2.09 0.20
C 0.18 -2.23 -2.35
C -1.73 3.01 -3.60
H -3.76 2.59 -2.99
H 1.88 -3.57 1.39
N 2.14 3.31 -0.23
H 1.73 -3.78 3.15
O 0.75 -1.20 0.96
H -1.23 5.12 1.49
H 0.62 5.25 -0.26
H 3.90 4.25 -0.83
H 0.92 1.38 -2.30
H 4.04 1.32 3.97
C 2.59 -0.08 3.27
C 0.48 -0.09 4.46
N -2.34 4.89 -5.25
C 3.04 0.94 4.09

[4]
C22H26F3N6PdSTe | ωB97M-V/def2-TZVPD

Its spin multiplicity is 5. Its net charge is +3. The LUMO energy (spin up / spin down) is -0.30682 / -0.39928 Eh. For the HOMO-LUMO gap (spin up / spin down), the calculation gives 0.2933 / 0.2434 Ha. Its energy above the lowest of the compared OMol25 structures with the same formula, charge and spin is 11.6 kJ/mol.

Positions of all 60 atoms, in Å:
H -6.54 4.78 -0.04
H 0.64 2.96 -4.84
C -0.70 -4.41 -1.08
F 6.86 0.25 0.00
C 0.01 -0.80 2.29
H -0.82 -4.91 -2.03
C -0.37 -3.04 1.26
H 0.41 0.79 3.74
H -5.93 3.52 1.07
H 2.35 -1.92 0.87
H -0.06 -0.84 -5.12
C 1.01 0.98 -5.66
F 6.43 0.77 -2.06
C 0.24 -0.25 3.54
H -0.54 -4.95 2.25
H -4.60 8.35 1.09
C -6.16 4.57 0.96
C 4.68 -0.10 -0.75
N 2.00 -0.15 -0.12
C 2.51 0.86 -0.83
C 6.16 -0.09 -1.08
N -0.18 -0.07 -2.72
C 4.15 -1.15 -0.01
H -5.68 7.58 -0.12
N -1.33 1.64 -2.02
C -0.16 -2.22 2.42
F 6.55 -1.31 -1.47
Te -4.39 5.70 1.23
C 2.80 -1.13 0.29
H 2.13 1.15 -3.80
C 0.76 2.47 -5.81
H -1.10 0.44 -5.77
Pd -0.14 -0.17 0.33
C -5.32 7.56 0.91
C 2.24 0.70 -4.79
C -0.71 -5.12 0.11
C -0.22 0.24 -5.15
H -0.51 -2.44 -1.96
N -0.59 0.62 -3.77
H -6.16 7.64 1.60
C 3.85 0.92 -1.17
H 4.23 1.75 -1.75
H -0.12 2.68 -6.43
S -0.01 -2.80 4.04
H -1.76 2.40 -3.97
N -0.38 -2.36 0.08
N -0.63 0.55 -1.69
H 3.13 1.13 -5.25
C -0.53 -3.02 -1.05
C -0.54 -4.43 1.30
H 1.62 2.95 -6.30
H 4.77 -1.96 0.33
C 0.26 -1.21 4.56
H 0.43 -1.02 5.62
H 1.82 1.64 -1.14
H -0.85 -6.19 0.12
C -1.30 1.67 -3.33
H 2.41 -0.37 -4.66
H -6.87 4.89 1.71
H 1.18 0.55 -6.65

Per-record E_tot, Eh: -4567.6404; -4923.9209; -4003.6403; -2275.1000
Per-record max |F|, eV/Å: 0.9; 0.4; 1.4; 0.2
Per-record molecular weight, g mol⁻¹: 606.358; 676.156; 598.769; 697.573